# C35H49IN2O10S2

5 unconnected molecules or ions with the total composition C35H49IN2O10S2 in a non-equilibrium geometry (wB97M-V/def2-TZVPD, OMol25).

Computed properties:
Largest force on an atom ... 2.106 eV Å⁻¹
SMILES ... CCN(CC)C(=S)SCCCc1c(C[C@@H](C)I)ccc2c1C(=O)NC2=O.O=C1CCCO1.O=C1CCCO1.O=C1CCCO1.O=C1CCCO1
Gap between HOMO and LUMO ... 8.418 eV
Multiplicity ... 1

Bonds (Å) are listed after each position.
Cartesian coordinates (Å):
1 H 0.748 -1.481 6.779  C81 1.088
2 O -5.693 -7.088 -0.918  C41 1.195
3 H 8.619 9.161 2.762  C31 1.089
4 C -3.211 -9.028 -2.497  H39 1.088, H46 1.091, C50 1.520, C69 1.526
5 H 3.250 -1.125 -2.081  C92 1.083
6 H -3.895 0.540 -3.844  C22 1.091
7 H -3.607 -8.118 -4.439  C50 1.088
8 H 1.121 4.796 0.270  C66 1.091
9 O -4.981 -7.562 -2.992  C41 1.356, C50 1.439
10 H 0.346 2.120 -2.751  C24 1.089
11 C 0.986 0.349 0.730  C12 1.376, C13 1.521, C90 1.396
12 C 0.764 -0.878 0.146  C11 1.376, C32 1.373, C77 1.521
13 C 0.042 0.856 1.809  C11 1.521, H18 1.095, H34 1.094, C45 1.551
14 C 1.009 -2.766 -1.262  C32 1.520, O56 1.202, N82 1.431
15 O 2.119 -0.135 6.011  C79 1.357, C81 1.438
16 C -4.191 -3.994 -2.672  C29 1.524, H37 1.092, H65 1.087, C98 1.511
17 O -2.819 -2.021 -3.065  C98 1.204
18 H -0.842 0.213 1.754  C13 1.095
19 C -4.064 1.388 -1.879  C22 1.554, H43 1.093, N49 1.479, H80 1.094
20 H 2.411 -3.409 5.784  C64 1.089
21 C 2.571 2.386 0.829  H73 1.085, C90 1.520, C91 1.562, H94 1.095
22 C -4.568 1.238 -3.342  H6 1.091, C19 1.554, H26 1.089, H76 1.091
23 H -0.776 1.535 -4.051  C24 1.091
24 C -0.680 2.089 -3.115  H10 1.089, H23 1.091, H58 1.092, C75 1.553
25 C 2.885 0.505 -0.723  H86 1.085, C90 1.379, C92 1.363
26 H -5.603 0.903 -3.316  C22 1.089
27 H 9.741 7.029 1.406  C84 1.086
28 H 1.354 -2.495 4.709  C64 1.092
29 C -5.715 -4.001 -2.707  C16 1.524, H53 1.088, C54 1.520, H55 1.092
30 O -1.065 -2.003 1.383  C77 1.204
31 C 8.287 8.138 2.594  H3 1.089, H36 1.091, C62 1.521, C84 1.525
32 C 1.547 -1.407 -0.849  C12 1.373, C14 1.520, C92 1.368
33 O -4.964 -1.785 -2.505  C54 1.443, C98 1.340
34 H 0.437 0.697 2.817  C13 1.094
35 H 4.304 -1.944 5.236  C88 1.091
36 H 8.630 7.532 3.434  C31 1.091
37 H -3.801 -4.361 -1.720  C16 1.092
38 H -4.781 -9.364 -3.979  C50 1.092
39 H -2.832 -10.037 -2.653  C4 1.088
40 H -1.900 0.437 -2.350  C75 1.093
41 C -5.006 -7.739 -1.648  O2 1.195, O9 1.356, C69 1.515
42 H -3.507 -8.621 -0.374  C69 1.086
43 H -4.901 1.821 -1.325  C19 1.093
44 H -4.690 -9.767 -1.069  C69 1.091
45 C -0.489 2.301 1.621  C13 1.551, H47 1.097, C71 1.530, H95 1.084
46 H -2.355 -8.356 -2.425  C4 1.091
47 H 0.094 2.935 2.300  C45 1.097
48 S -3.178 1.923 0.814  C67 1.805, C71 1.828
49 N -2.881 2.274 -1.902  C19 1.479, C67 1.438, C75 1.495
50 C -4.144 -8.560 -3.603  C4 1.520, H7 1.088, O9 1.439, H38 1.092
51 H 0.640 3.537 -0.957  C66 1.089
52 O 6.570 6.822 1.672  C62 1.438, C72 1.361
53 H -6.165 -4.833 -2.170  C29 1.088
54 C -6.053 -2.645 -2.109  C29 1.520, O33 1.443, H57 1.092, H63 1.088
55 H -6.056 -4.044 -3.743  C29 1.092
56 O 1.549 -3.597 -1.943  C14 1.202
57 H -6.096 -2.668 -1.019  C54 1.092
58 H -1.038 3.106 -3.287  C24 1.092
59 H 2.389 -1.600 7.438  C81 1.092
60 H -0.938 -2.481 -1.344  N82 1.029
61 O 7.752 5.643 0.166  C72 1.193
62 C 6.779 8.013 2.449  C31 1.521, O52 1.438, H78 1.092, H97 1.088
63 H -6.990 -2.245 -2.489  C54 1.088
64 C 2.178 -2.410 5.420  H20 1.089, H28 1.092, C81 1.521, C88 1.526
65 H -3.758 -4.551 -3.498  C16 1.087
66 C 1.420 4.208 -0.599  H8 1.091, H51 1.089, H87 1.094, C91 1.527
67 C -2.759 2.927 -0.626  S48 1.805, N49 1.438, S74 1.614
68 H 8.841 8.270 0.487  C84 1.091
69 C -4.087 -8.878 -1.256  C4 1.526, C41 1.515, H42 1.086, H44 1.091
70 H -1.074 1.378 -1.132  C75 1.093
71 C -1.948 2.466 2.052  C45 1.530, S48 1.828, H83 1.091, H99 1.095
72 C 7.691 6.535 0.956  O52 1.361, O61 1.193, C84 1.516
73 H 2.004 2.743 1.683  C21 1.085
74 S -2.267 4.460 -0.517  C67 1.614
75 C -1.637 1.460 -2.066  C24 1.553, H40 1.093, N49 1.495, H70 1.093
76 H -4.483 2.227 -3.794  C22 1.091
77 C -0.322 -1.902 0.441  C12 1.521, O30 1.204, N82 1.443
78 H 6.341 8.858 1.912  C62 1.092
79 C 3.039 -0.240 5.018  O15 1.357, C88 1.516, O93 1.194
80 H -3.841 0.398 -1.470  C19 1.094
81 C 1.805 -1.439 6.529  H1 1.088, O15 1.438, H59 1.092, C64 1.521
82 N -0.280 -2.852 -0.645  C14 1.431, H60 1.029, C77 1.443
83 H -2.147 2.025 3.029  C71 1.091
84 C 8.785 7.530 1.287  H27 1.086, C31 1.525, H68 1.091, C72 1.516
85 H 3.140 3.048 -1.185  C91 1.087
86 H 3.747 1.047 -1.098  C25 1.085
87 H 1.624 4.901 -1.421  C66 1.094
88 C 3.355 -1.700 4.757  H35 1.091, C64 1.526, C79 1.516, H96 1.087
89 I 4.200 4.904 0.438  C91 2.175
90 C 2.108 1.047 0.280  C11 1.396, C21 1.520, C25 1.379
91 C 2.723 3.477 -0.277  C21 1.562, C66 1.527, H85 1.087, I89 2.175
92 C 2.635 -0.707 -1.293  H5 1.083, C25 1.363, C32 1.368
93 O 3.528 0.705 4.476  C79 1.194
94 H 3.589 2.217 1.196  C21 1.095
95 H -0.306 2.691 0.626  C45 1.084
96 H 3.407 -1.900 3.691  C88 1.087
97 H 6.278 7.909 3.409  C62 1.088
98 C -3.880 -2.520 -2.792  C16 1.511, O17 1.204, O33 1.340
99 H -2.118 3.540 2.184  C71 1.095